{
  "formula": "C81H187NO37",
  "method": "ωB97M-V/def2-TZVPD",
  "de_lowest_kj_mol": 28.19,
  "orbital_gap_ev": 8.180,
  "total_energy_ha": -6036.06644,
  "lumo_ev": 0.57,
  "spin_multiplicity": 1,
  "homo_ev": -7.612,
  "charge": 0,
  "elements": ["C", "C", "C", "C", "C", "C", "N", "O", "C", "C", "C", "H", "H", "H", "H", "H", "H", "H", "H", "H", "H", "H", "H", "H", "H", "H", "H", "H", "H", "H", "C", "O", "C", "C", "O", "C", "C", "O", "C", "H", "H", "H", "H", "H", "H", "H", "H", "H", "H", "H", "H", "H", "H", "C", "O", "C", "C", "O", "C", "C", "O", "C", "H", "H", "H", "H", "H", "H", "H", "H", "H", "H", "H", "H", "H", "H", "C", "O", "C", "C", "O", "C", "C", "O", "C", "H", "H", "H", "H", "H", "H", "H", "H", "H", "H", "H", "H", "H", "H", "C", "O", "C", "C", "O", "C", "C", "O", "C", "H", "H", "H", "H", "H", "H", "H", "H", "H", "H", "H", "H", "H", "H", "C", "O", "C", "C", "O", "C", "C", "O", "C", "H", "H", "H", "H", "H", "H", "H", "H", "H", "H", "H", "H", "H", "H", "C", "O", "C", "C", "O", "C", "C", "O", "C", "H", "H", "H", "H", "H", "H", "H", "H", "H", "H", "H", "H", "H", "H", "C", "O", "C", "C", "O", "C", "C", "O", "C", "H", "H", "H", "H", "H", "H", "H", "H", "H", "H", "H", "H", "H", "H", "C", "O", "C", "C", "O", "C", "C", "O", "C", "H", "H", "H", "H", "H", "H", "H", "H", "H", "H", "H", "H", "H", "H", "C", "O", "C", "C", "O", "C", "C", "O", "C", "H", "H", "H", "H", "H", "H", "H", "H", "H", "H", "H", "H", "H", "H", "C", "O", "C", "C", "O", "C", "C", "O", "C", "H", "H", "H", "H", "H", "H", "H", "H", "H", "H", "H", "H", "H", "H", "C", "O", "C", "C", "O", "C", "C", "O", "C", "H", "H", "H", "H", "H", "H", "H", "H", "H", "H", "H", "H", "H", "H", "C", "O", "C", "C", "O", "C", "C", "O", "C", "H", "H", "H", "H", "H", "H", "H", "H", "H", "H", "H", "H", "H", "H"],
  "coordinates": [[-34.53132, -4.91739, 16.95215], [-33.20848, -4.81584, 17.73265], [-33.29050, -5.54337, 19.06895], [-33.04575, -7.06773, 19.14493], [-31.74151, -7.34799, 18.41119], [-31.65983, -6.73741, 16.97664], [-32.02647, -5.28744, 17.00566], [-31.88538, -4.77066, 15.75160], [-30.17446, -6.90837, 16.58552], [-32.46290, -7.64835, 16.05871], [-33.04941, -3.35306, 18.07790], [-34.63509, -5.98639, 16.76619], [-34.37745, -4.33002, 16.04693], [-35.39354, -4.54609, 17.50606], [-32.61595, -5.05935, 19.77522], [-34.21258, -5.36601, 19.62248], [-33.89748, -7.55810, 18.67359], [-33.10858, -7.47333, 20.15472], [-31.69358, -8.42942, 18.28346], [-30.87812, -7.07827, 19.01940], [-29.78764, -7.91640, 16.73502], [-30.01284, -6.63596, 15.54255], [-29.47983, -6.24389, 17.09938], [-33.41332, -7.95285, 16.49698], [-32.57452, -7.26183, 15.04567], [-31.93155, -8.53764, 15.71972], [-32.96766, -2.78563, 17.15085], [-32.17984, -3.03596, 18.65358], [-33.90027, -2.99969, 18.66035], [-31.39754, -3.94415, 15.77372], [-29.42938, 0.68989, 11.69834], [-30.64770, 0.00698, 11.74343], [-31.51757, 0.25589, 10.65244], [-32.87227, -0.52583, 10.85059], [-32.87388, -1.90539, 10.56616], [-32.09937, -2.84962, 11.20541], [-32.46613, -4.29634, 10.73646], [-33.76876, -4.70982, 11.17425], [-33.83426, -4.80709, 12.57489], [-28.91814, 0.59360, 12.65618], [-29.66804, 1.75222, 11.64728], [-28.82279, 0.29186, 10.88490], [-31.08307, -0.06397, 9.70533], [-31.61188, 1.34181, 10.65382], [-33.66869, -0.17634, 10.19358], [-33.22473, -0.43851, 11.87833], [-32.02995, -2.66303, 12.27708], [-31.05841, -2.72029, 10.90914], [-31.73116, -4.98189, 11.15827], [-32.38754, -4.44278, 9.65920], [-33.25266, -5.63253, 12.98536], [-34.85611, -5.02460, 12.88570], [-33.66949, -3.96652, 13.24898], [-36.03109, -12.97971, 26.17133], [-34.93224, -12.10386, 25.96060], [-33.86932, -12.57703, 25.13780], [-32.79475, -11.45759, 25.15308], [-31.48921, -11.79483, 24.62312], [-31.45544, -11.99551, 23.18810], [-31.62797, -10.68421, 22.41464], [-30.54353, -9.80476, 22.65268], [-30.43024, -8.84264, 21.58651], [-36.85390, -12.51894, 26.71794], [-35.56334, -13.78787, 26.73363], [-36.52243, -13.31381, 25.25751], [-34.20692, -12.81570, 24.12925], [-33.40248, -13.48724, 25.51418], [-32.53078, -11.27443, 26.19465], [-33.19324, -10.52531, 24.75287], [-32.25321, -12.66418, 22.86474], [-30.46685, -12.38019, 22.93749], [-32.55774, -10.15409, 22.62103], [-31.85855, -10.87820, 21.36712], [-31.24184, -8.12282, 21.48045], [-30.16916, -9.40562, 20.69041], [-29.60594, -8.20600, 21.90792], [-33.71431, 3.66148, 19.07330], [-33.88651, 2.67159, 18.05816], [-32.67415, 2.08026, 17.59525], [-33.02905, 0.98180, 16.66305], [-31.84982, 0.42548, 16.12471], [-32.11469, -0.57548, 15.16244], [-30.80803, -1.31131, 14.84226], [-30.54369, -2.35599, 15.76016], [-30.25572, -1.87945, 17.04627], [-34.64312, 4.15988, 19.35078], [-32.97998, 4.41131, 18.77900], [-33.23867, 3.24980, 19.96346], [-32.11302, 1.65236, 18.42599], [-32.04415, 2.83292, 17.12122], [-33.56177, 1.38271, 15.80074], [-33.64667, 0.16462, 17.03570], [-32.53003, -0.04057, 14.30835], [-32.92437, -1.16884, 15.58723], [-29.94515, -0.64615, 14.80914], [-30.87142, -1.62799, 13.80121], [-30.08745, -2.70279, 17.74046], [-31.09529, -1.32994, 17.47201], [-29.36432, -1.27164, 17.20146], [-38.45971, -5.61795, 15.25422], [-39.34950, -4.59402, 15.72394], [-40.57587, -5.07829, 16.29458], [-40.31871, -5.57374, 17.80853], [-39.76598, -4.77386, 18.77631], [-38.44039, -4.34572, 18.48108], [-37.73457, -3.66294, 19.65927], [-37.28378, -4.69255, 20.58982], [-36.64530, -4.24122, 21.72833], [-37.61946, -5.09606, 14.79631], [-38.87519, -6.33096, 14.54211], [-38.17589, -6.20938, 16.12472], [-41.08729, -5.78513, 15.64120], [-41.25106, -4.25313, 16.52112], [-39.82264, -6.54409, 17.78797], [-41.28295, -5.78547, 18.27062], [-38.33512, -3.63506, 17.66134], [-37.84678, -5.21602, 18.20124], [-38.44320, -2.95478, 20.08876], [-36.81080, -3.22727, 19.27853], [-37.26090, -3.52546, 22.27314], [-35.71093, -3.77774, 21.41171], [-36.50598, -5.13838, 22.33147], [-35.46276, -8.51731, 13.93443], [-36.06630, -9.76228, 13.72144], [-35.68571, -10.77307, 14.65794], [-36.60846, -11.93024, 14.42971], [-37.85489, -11.79287, 15.06028], [-38.74015, -12.91971, 15.06112], [-39.25207, -13.60534, 13.76606], [-39.90645, -12.60693, 12.96109], [-40.42008, -13.29051, 11.83690], [-34.41031, -8.52087, 13.65083], [-35.32066, -8.26564, 14.98542], [-35.98478, -7.71174, 13.41805], [-35.87065, -10.44544, 15.68095], [-34.60759, -10.90433, 14.56549], [-36.06431, -12.76797, 14.86585], [-36.76701, -12.09454, 13.36390], [-39.64270, -12.67894, 15.62283], [-38.18868, -13.69637, 15.59098], [-40.05101, -14.27292, 14.08879], [-38.47056, -14.07603, 13.16958], [-41.11290, -12.61601, 11.33375], [-40.81427, -14.28887, 12.02658], [-39.58144, -13.32061, 11.14128], [-26.33477, -4.12309, 17.84155], [-26.67101, -2.75666, 17.67159], [-25.80377, -1.93587, 18.41997], [-26.07959, -1.85355, 19.95962], [-24.93305, -1.52054, 20.76620], [-25.30318, -1.18813, 22.17397], [-23.98179, -1.05675, 22.97021], [-23.28922, -2.34985, 22.88952], [-22.21424, -2.57120, 23.82302], [-26.00959, -4.44918, 18.82949], [-25.52063, -4.31957, 17.14395], [-27.18627, -4.76309, 17.61032], [-25.75547, -0.94061, 17.97813], [-24.76805, -2.27555, 18.42067], [-26.34227, -2.86643, 20.26485], [-26.87836, -1.13509, 20.14366], [-25.87646, -2.00167, 22.61850], [-25.87432, -0.26094, 22.22111], [-24.20383, -0.76827, 23.99762], [-23.33482, -0.32237, 22.49039], [-21.54122, -3.39853, 23.59795], [-22.61345, -2.80259, 24.81053], [-21.47413, -1.77249, 23.77385], [-35.86837, -11.41035, 21.83773], [-34.73536, -11.74721, 21.04960], [-34.91458, -11.32056, 19.68727], [-33.86455, -12.07112, 18.82813], [-33.89822, -11.51639, 17.48239], [-32.68245, -11.54431, 16.70164], [-32.29504, -12.96824, 16.27722], [-33.26602, -13.56336, 15.41920], [-32.78030, -14.74739, 14.80196], [-35.51221, -11.67806, 22.83250], [-36.80326, -11.92494, 21.61578], [-36.01664, -10.33346, 21.75751], [-34.69716, -10.26156, 19.54813], [-35.93376, -11.58669, 19.40701], [-34.04294, -13.14630, 18.84421], [-32.83440, -11.99885, 19.17694], [-31.85842, -11.06255, 17.22794], [-33.02889, -10.94068, 15.86277], [-32.18666, -13.64417, 17.12544], [-31.33954, -12.82892, 15.77156], [-31.71382, -14.88442, 14.62323], [-33.28047, -15.02044, 13.87280], [-33.03105, -15.57718, 15.46277], [-39.01786, -13.54583, 22.48926], [-39.11583, -12.62406, 21.46491], [-39.76093, -11.34275, 21.66443], [-40.28554, -10.85286, 20.34047], [-39.20929, -10.29394, 19.61239], [-39.55051, -10.09063, 18.25017], [-38.34652, -9.60232, 17.40095], [-37.93843, -8.18041, 17.58090], [-36.88805, -8.09490, 18.49146], [-38.52996, -14.49364, 22.26187], [-40.02835, -13.64341, 22.88612], [-38.42211, -13.10138, 23.28653], [-39.06715, -10.56604, 21.98614], [-40.55143, -11.34229, 22.41490], [-41.10877, -10.16472, 20.53247], [-40.77028, -11.69143, 19.84053], [-40.38735, -9.39782, 18.16170], [-39.81365, -11.06510, 17.83877], [-38.64486, -9.63442, 16.35307], [-37.52093, -10.31064, 17.47017], [-36.92580, -8.83177, 19.29377], [-36.73389, -7.08685, 18.87640], [-35.88159, -8.22313, 18.09308], [-31.54796, -11.11954, 12.80974], [-30.79080, -10.36137, 13.78861], [-29.55538, -10.97686, 14.09039], [-28.84846, -10.42970, 15.37599], [-29.51172, -10.84731, 16.54325], [-28.66332, -11.01379, 17.65459], [-29.44491, -11.82054, 18.69869], [-29.78582, -13.18001, 18.41608], [-30.45170, -13.81835, 19.43591], [-31.06887, -11.15420, 11.83130], [-32.51150, -10.61994, 12.70925], [-31.80321, -12.09666, 13.21986], [-28.81157, -10.95026, 13.29407], [-29.75443, -12.04350, 14.19412], [-28.73316, -9.34820, 15.44771], [-27.85265, -10.86576, 15.29641], [-28.43872, -9.97952, 17.91525], [-27.77859, -11.57327, 17.35074], [-30.33538, -11.23735, 18.93330], [-28.69796, -11.82846, 19.49248], [-29.65299, -14.22777, 20.05441], [-31.03436, -14.60491, 18.95640], [-31.13048, -13.22154, 20.04514], [-33.22700, -1.21500, 22.22762], [-34.16715, -1.16894, 21.21550], [-34.40652, 0.15758, 20.72074], [-35.55671, 0.23317, 19.76424], [-35.38385, -0.56263, 18.57538], [-36.51627, -0.32521, 17.69155], [-36.44090, -1.47338, 16.67722], [-35.24975, -1.28258, 15.80933], [-35.25678, -1.87591, 14.51204], [-33.37574, -0.42086, 22.95928], [-32.21994, -1.31100, 21.82178], [-33.40365, -2.14609, 22.76611], [-33.49486, 0.50074, 20.23163], [-34.55776, 0.78802, 21.59697], [-35.78177, 1.27371, 19.53032], [-36.39448, -0.15268, 20.34507], [-36.32066, 0.57480, 17.10860], [-37.49684, -0.25511, 18.16237], [-37.35697, -1.53428, 16.08967], [-36.33396, -2.38286, 17.26842], [-35.26412, -2.96305, 14.59057], [-34.38165, -1.52478, 13.96529], [-36.21752, -1.62915, 14.06015], [-29.76345, -4.49751, 20.54246], [-28.41597, -4.71223, 20.80689], [-28.14280, -4.39034, 22.20073], [-26.81777, -4.93802, 22.71908], [-26.70770, -4.81983, 24.10849], [-25.29018, -5.02847, 24.49657], [-24.82936, -6.50172, 24.78196], [-24.74631, -7.15092, 23.58001], [-24.32454, -8.47651, 23.78691], [-30.04950, -4.74342, 19.51982], [-30.22157, -3.50847, 20.53544], [-30.38986, -5.18478, 21.11112], [-28.95922, -4.69963, 22.85334], [-28.09975, -3.30747, 22.31764], [-26.01006, -4.42239, 22.19965], [-26.68396, -5.97944, 22.42643], [-25.15443, -4.61007, 25.49387], [-24.56151, -4.52099, 23.86443], [-25.43247, -7.01600, 25.53021], [-23.80020, -6.44597, 25.13668], [-23.39065, -8.47304, 24.34898], [-24.02458, -9.06429, 22.91936], [-25.15450, -8.95504, 24.30679], [-26.99657, -2.25976, 10.54880], [-27.34789, -3.19600, 11.55653], [-27.21632, -2.73905, 12.88430], [-27.57616, -3.88325, 13.77827], [-26.69185, -4.97938, 13.71069], [-27.09589, -6.13143, 14.44866], [-25.97083, -7.12239, 14.73877], [-26.36385, -8.42199, 14.28447], [-25.37849, -9.45482, 14.50819], [-25.92762, -2.08962, 10.67727], [-27.56843, -1.33381, 10.60972], [-27.13924, -2.61542, 9.52838], [-27.78068, -1.82296, 13.05860], [-26.15392, -2.49562, 12.89656], [-28.60692, -4.20963, 13.64002], [-27.61799, -3.51658, 14.80390], [-27.90855, -6.65662, 13.94679], [-27.54321, -5.83502, 15.39742], [-25.66339, -7.03214, 15.78061], [-25.10422, -6.88036, 14.12356], [-25.41544, -9.94983, 15.47861], [-24.33834, -9.18507, 14.32536], [-25.58266, -10.31198, 13.86655]]
}